(1)
ORCA calculation (ωB97M-V/def2-TZVPD) on a structure of composition C22H21Ge2N2O11PbSe.

Structure (XYZ):
```
60
C22H21Ge2N2O11PbSe, DFT ωB97M-V/def2-TZVPD
Pb 0.92 0.84 0.03
O -1.89 1.38 3.07
C -0.82 1.51 2.53
O -0.69 1.55 1.21
C 0.42 1.74 3.38
C 0.17 2.24 4.65
C 1.21 2.50 5.52
C 2.52 2.28 5.16
C 2.78 1.80 3.89
C 1.75 1.48 2.97
O 2.06 0.91 1.84
N 4.19 1.63 3.54
O 4.97 1.41 4.46
O 4.52 1.72 2.38
N 0.92 3.03 6.85
O -0.25 3.26 7.13
O 1.86 3.26 7.59
H -0.86 2.40 4.95
H 3.33 2.48 5.84
O 0.02 -3.89 -0.29
Se -0.68 -2.49 0.81
O -1.95 -2.11 -0.07
O 0.58 -1.48 0.64
O -0.80 -3.24 2.20
C 2.55 -3.06 -1.71
Ge 0.67 -3.38 -2.10
C 0.89 -4.80 0.44
C 0.41 -5.10 -2.98
Ge -0.65 -1.42 -2.73
C -2.47 -1.85 -3.25
C -3.03 -3.09 -2.99
C -4.34 -3.37 -3.36
C -5.11 -2.39 -3.98
C -4.56 -1.14 -4.23
C -3.25 -0.87 -3.86
C 0.36 -0.59 -4.20
C 0.10 0.72 -4.56
C 0.79 1.33 -5.60
C 1.77 0.63 -6.29
C 2.06 -0.68 -5.93
C 1.36 -1.28 -4.89
H 3.05 -4.00 -1.49
H 2.66 -2.39 -0.86
H 3.03 -2.61 -2.57
H 1.25 -5.54 -0.26
H 0.30 -5.27 1.22
H 1.72 -4.25 0.88
H 1.10 -5.84 -2.57
H 0.64 -4.99 -4.04
H -0.61 -5.46 -2.88
H -2.46 -3.86 -2.47
H -4.77 -4.34 -3.15
H -6.13 -2.60 -4.26
H -5.15 -0.37 -4.71
H -2.84 0.11 -4.07
H -0.66 1.30 -4.04
H 0.56 2.35 -5.88
H 2.32 1.10 -7.09
H 2.82 -1.23 -6.45
H 1.60 -2.31 -4.64
```

Properties
Multiplicity: 2
Lowest unoccupied orbital energy (alpha / beta) (eV): -0.518 / -2.226
E_HOMO (alpha / beta) (eV): -8.3 / -8.8
Energy relative to the best compared isomer or geometry (same formula, charge and spin) (kJ/mol): 0.0
Gap between HOMO and LUMO (alpha / beta) (eV): 7.78 / 6.55

Table of natural (NBO) atomic charges, one value per atom, all in e: number 1, Pb, carries 1.532; number 2, O, carries -0.590; number 3, C, carries 0.782; number 4, O, carries -0.899; number 5, C, carries -0.270; number 6, C, carries -0.092; number 7, C, carries -0.048; number 8, C, carries -0.123; number 9, C, carries -0.087; number 10, C, carries 0.482; number 11, O, carries -0.852; number 12, N, carries 0.534; number 13, O, carries -0.389; number 14, O, carries -0.367; number 15, N, carries 0.537; number 16, O, carries -0.377; number 17, O, carries -0.387; number 18, H, carries 0.274; number 19, H, carries 0.276; number 20, O, carries -0.851; number 21, Se, carries 2.767; number 22, O, carries -0.948; number 23, O, carries -1.098; number 24, O, carries -0.933; number 25, C, carries -1.115; number 26, Ge, carries 1.342; number 27, C, carries -0.263; number 28, C, carries -1.105; number 29, Ge, carries 0.885; number 30, C, carries -0.463; number 31, C, carries -0.136; number 32, C, carries -0.225; number 33, C, carries -0.195; number 34, C, carries -0.192; number 35, C, carries -0.207; number 36, C, carries -0.462; number 37, C, carries -0.158; number 38, C, carries -0.208; number 39, C, carries -0.201; number 40, C, carries -0.204; number 41, C, carries -0.219; number 42, H, carries 0.239; number 43, H, carries 0.261; number 44, H, carries 0.256; number 45, H, carries 0.197; number 46, H, carries 0.235; number 47, H, carries 0.209; number 48, H, carries 0.235; number 49, H, carries 0.253; number 50, H, carries 0.252; number 51, H, carries 0.193; number 52, H, carries 0.218; number 53, H, carries 0.219; number 54, H, carries 0.218; number 55, H, carries 0.210; number 56, H, carries 0.203; number 57, H, carries 0.219; number 58, H, carries 0.221; number 59, H, carries 0.219; number 60, H, carries 0.194

---

(2)
ORCA calculation (ωB97M-V/def2-TZVPD) on a structure of composition C22H21IrN4O2S2 in a non-equilibrium geometry.

Structure (XYZ):
```
52
C22H21IrN4O2S2, DFT ωB97M-V/def2-TZVPD
Ir 0.02 -0.07 0.05
O 0.64 2.19 0.21
C -0.42 3.14 0.03
C -1.75 2.46 -0.12
C -2.93 3.18 -0.07
C -4.14 2.53 -0.29
C -4.13 1.18 -0.58
C -2.92 0.51 -0.60
N -1.76 1.14 -0.36
H 1.08 2.33 1.06
H -0.21 3.68 -0.90
H -0.45 3.87 0.84
H -2.91 4.24 0.15
H -5.07 3.08 -0.25
H -5.04 0.63 -0.78
H -2.88 -0.55 -0.80
N 1.28 -2.76 0.28
C 1.20 -4.08 0.06
C 0.19 -4.28 -0.87
C -0.29 -3.01 -1.17
N 0.39 -2.09 -0.48
H 1.95 -2.26 0.85
H 1.84 -4.77 0.58
H -0.14 -5.22 -1.28
H -1.07 -2.74 -1.85
S -0.54 -0.45 2.39
C -1.75 -1.44 1.78
N -2.57 -2.13 1.34
O 2.22 -0.09 0.22
S 3.08 0.41 -0.95
C 4.06 1.72 -0.22
C 4.02 1.95 1.15
C 4.82 2.95 1.68
C 5.64 3.70 0.85
C 5.67 3.45 -0.52
C 4.87 2.46 -1.06
C 4.35 -0.83 -1.14
C 4.79 -1.11 -2.42
C 5.82 -2.03 -2.59
C 6.36 -2.67 -1.49
C 5.88 -2.40 -0.21
C 4.88 -1.47 -0.02
H 3.38 1.34 1.78
H 4.80 3.14 2.74
H 6.27 4.47 1.27
H 6.31 4.04 -1.16
H 4.88 2.26 -2.13
H 4.35 -0.62 -3.28
H 6.19 -2.24 -3.58
H 7.16 -3.38 -1.62
H 6.30 -2.92 0.65
H 4.52 -1.22 0.97
```

Properties
Lowest unoccupied orbital energy (eV): -8.247
Net charge: +2
E_HOMO (eV): -14.8
Energy relative to the best compared isomer or geometry (same formula, charge and spin) (kJ/mol): 218.9
Gap between HOMO and LUMO (eV): 6.53

Table of natural (NBO) atomic charges, one value per atom, all in e: number 1, Ir, carries 1.146; number 2, O, carries -0.705; number 3, C, carries -0.109; number 4, C, carries 0.204; number 5, C, carries -0.226; number 6, C, carries -0.086; number 7, C, carries -0.225; number 8, C, carries 0.081; number 9, N, carries -0.520; number 10, H, carries 0.528; number 11, H, carries 0.232; number 12, H, carries 0.230; number 13, H, carries 0.252; number 14, H, carries 0.257; number 15, H, carries 0.263; number 16, H, carries 0.235; number 17, N, carries -0.316; number 18, C, carries 0.043; number 19, C, carries -0.303; number 20, C, carries 0.034; number 21, N, carries -0.333; number 22, H, carries 0.449; number 23, H, carries 0.258; number 24, H, carries 0.273; number 25, H, carries 0.244; number 26, S, carries 0.159; number 27, C, carries -0.022; number 28, N, carries -0.283; number 29, O, carries -0.988; number 30, S, carries 1.250; number 31, C, carries -0.175; number 32, C, carries -0.269; number 33, C, carries -0.187; number 34, C, carries -0.170; number 35, C, carries -0.164; number 36, C, carries -0.238; number 37, C, carries -0.289; number 38, C, carries -0.192; number 39, C, carries -0.187; number 40, C, carries -0.157; number 41, C, carries -0.203; number 42, C, carries -0.167; number 43, H, carries 0.228; number 44, H, carries 0.239; number 45, H, carries 0.244; number 46, H, carries 0.243; number 47, H, carries 0.235; number 48, H, carries 0.235; number 49, H, carries 0.245; number 50, H, carries 0.244; number 51, H, carries 0.240; number 52, H, carries 0.222

---

(3)
ORCA calculation (ωB97M-V/def2-TZVPD) on a cluster of 2 separate species, C22H21N2O4 in total in a non-equilibrium geometry.

Structure (XYZ):
```
49
C22H21N2O4, DFT ωB97M-V/def2-TZVPD
C -1.13 -0.90 -2.12
C -0.89 0.54 -2.71
O -2.06 1.37 -2.68
C -2.51 1.48 -1.34
C -3.13 2.86 -1.06
O -4.18 3.21 -2.00
C -5.18 2.34 -2.05
C -5.77 1.90 -3.27
C -6.83 0.97 -3.16
N -7.40 0.45 -2.08
N -6.81 0.93 -1.01
C -5.80 1.76 -0.90
H -0.88 -0.82 -1.04
H -2.19 -1.19 -2.17
H -0.45 -1.65 -2.56
H -0.52 0.41 -3.75
H -0.06 1.04 -2.16
H -3.20 0.64 -1.11
H -1.63 1.39 -0.66
H -2.33 3.61 -1.22
H -3.44 2.97 0.01
H -5.44 2.25 -4.25
H -7.26 0.61 -4.11
H -7.22 0.58 -0.13
H -5.42 2.01 0.10
C 3.14 0.56 5.21
C 2.12 1.08 4.42
C 1.98 0.65 3.11
C 2.87 -0.28 2.58
C 3.91 -0.77 3.37
C 4.03 -0.36 4.69
C 4.89 -1.73 2.81
O 5.80 -2.17 3.49
C 4.76 -2.14 1.38
C 5.71 -2.99 0.83
C 5.59 -3.39 -0.50
C 4.52 -2.95 -1.26
C 3.57 -2.10 -0.71
C 3.70 -1.68 0.61
C 2.70 -0.74 1.18
O 1.76 -0.35 0.50
H 3.24 0.89 6.24
H 1.43 1.81 4.82
H 1.18 1.05 2.49
H 4.83 -0.75 5.31
H 6.54 -3.34 1.42
H 6.33 -4.05 -0.93
H 4.42 -3.27 -2.30
H 2.74 -1.75 -1.32
```

Properties
Lowest unoccupied orbital energy (eV): -4.902
Net charge: +1
E_HOMO (eV): -11.4
Gap between HOMO and LUMO (eV): 6.45

Table of natural (NBO) atomic charges, one value per atom, all in e: number 1, C, carries -0.658; number 2, C, carries -0.074; number 3, O, carries -0.539; number 4, C, carries -0.110; number 5, C, carries -0.109; number 6, O, carries -0.441; number 7, C, carries 0.361; number 8, C, carries -0.182; number 9, C, carries 0.028; number 10, N, carries -0.141; number 11, N, carries -0.216; number 12, C, carries 0.004; number 13, H, carries 0.218; number 14, H, carries 0.206; number 15, H, carries 0.236; number 16, H, carries 0.203; number 17, H, carries 0.180; number 18, H, carries 0.166; number 19, H, carries 0.214; number 20, H, carries 0.240; number 21, H, carries 0.191; number 22, H, carries 0.279; number 23, H, carries 0.245; number 24, H, carries 0.442; number 25, H, carries 0.257; number 26, C, carries -0.186; number 27, C, carries -0.192; number 28, C, carries -0.196; number 29, C, carries -0.077; number 30, C, carries -0.173; number 31, C, carries -0.150; number 32, C, carries 0.612; number 33, O, carries -0.526; number 34, C, carries -0.166; number 35, C, carries -0.153; number 36, C, carries -0.185; number 37, C, carries -0.189; number 38, C, carries -0.195; number 39, C, carries -0.080; number 40, C, carries 0.614; number 41, O, carries -0.584; number 42, H, carries 0.224; number 43, H, carries 0.218; number 44, H, carries 0.227; number 45, H, carries 0.244; number 46, H, carries 0.243; number 47, H, carries 0.225; number 48, H, carries 0.221; number 49, H, carries 0.229

---

(4)
ORCA calculation (ωB97M-V/def2-TZVPD) on the molecule C22H21N3O4S2 in a non-equilibrium geometry.

Structure (XYZ):
```
52
C22H21N3O4S2, DFT ωB97M-V/def2-TZVPD
C -1.34 -6.37 -0.99
H -1.41 -6.04 -2.03
O -2.39 -5.86 -0.21
C -2.51 -4.52 -0.07
C -3.57 -4.08 0.73
C -3.77 -2.73 0.93
C -2.91 -1.79 0.37
C -1.87 -2.22 -0.43
C -1.67 -3.57 -0.65
H -0.85 -3.88 -1.29
H -1.21 -1.51 -0.90
C -3.22 -0.36 0.64
O -4.34 0.05 0.85
N -2.17 0.52 0.65
N -0.87 0.21 0.56
C -0.14 1.26 0.72
C 1.30 1.22 0.66
C 2.07 2.38 0.80
C 3.44 2.32 0.73
C 4.09 1.11 0.52
C 3.33 -0.06 0.38
C 1.96 0.01 0.45
H 1.36 -0.89 0.36
H 3.84 -1.00 0.26
N 5.47 1.05 0.45
S 6.37 -0.13 -0.31
O 6.04 -1.42 0.23
O 7.72 0.33 -0.24
C 5.79 -0.06 -2.02
H 6.25 -0.88 -2.55
H 4.71 -0.15 -2.03
H 6.11 0.89 -2.44
H 5.97 1.92 0.55
H 4.03 3.22 0.85
H 1.59 3.33 0.97
C -0.97 2.51 0.97
H -0.74 2.94 1.95
H -0.78 3.27 0.21
C -2.40 1.96 0.88
C -3.19 2.54 -0.24
C -2.97 2.37 -1.58
C -3.91 3.05 -2.38
C -4.83 3.73 -1.64
S -4.57 3.54 0.05
H -5.64 4.33 -1.98
H -3.91 3.04 -3.45
H -2.17 1.77 -1.98
H -2.96 2.08 1.82
H -4.60 -2.39 1.54
H -4.22 -4.81 1.16
H -1.44 -7.46 -0.95
H -0.36 -6.09 -0.58
```

Properties
Lowest unoccupied orbital energy (eV): 0.167
Structure (SMILES): COc1ccc(C(=O)N2N=C(c3ccc(NS(C)(=O)=O)cc3)C[C@H]2c2cccs2)cc1
E_HOMO (eV): -8.1
Energy relative to the best compared isomer or geometry (same formula, charge and spin) (kJ/mol): 227.5
Gap between HOMO and LUMO (eV): 8.23

Table of natural (NBO) atomic charges, one value per atom, all in e: number 1, C, carries -0.253; number 2, H, carries 0.177; number 3, O, carries -0.488; number 4, C, carries 0.326; number 5, C, carries -0.267; number 6, C, carries -0.130; number 7, C, carries -0.207; number 8, C, carries -0.077; number 9, C, carries -0.344; number 10, H, carries 0.217; number 11, H, carries 0.219; number 12, C, carries 0.671; number 13, O, carries -0.605; number 14, N, carries -0.275; number 15, N, carries -0.219; number 16, C, carries 0.201; number 17, C, carries -0.048; number 18, C, carries -0.177; number 19, C, carries -0.261; number 20, C, carries 0.165; number 21, C, carries -0.266; number 22, C, carries -0.165; number 23, H, carries 0.234; number 24, H, carries 0.245; number 25, N, carries -0.855; number 26, S, carries 2.316; number 27, O, carries -0.928; number 28, O, carries -0.936; number 29, C, carries -0.871; number 30, H, carries 0.254; number 31, H, carries 0.245; number 32, H, carries 0.243; number 33, H, carries 0.423; number 34, H, carries 0.212; number 35, H, carries 0.215; number 36, C, carries -0.464; number 37, H, carries 0.233; number 38, H, carries 0.237; number 39, C, carries -0.086; number 40, C, carries -0.188; number 41, C, carries -0.276; number 42, C, carries -0.249; number 43, C, carries -0.415; number 44, S, carries 0.463; number 45, H, carries 0.235; number 46, H, carries 0.224; number 47, H, carries 0.223; number 48, H, carries 0.233; number 49, H, carries 0.234; number 50, H, carries 0.226; number 51, H, carries 0.202; number 52, H, carries 0.177

---

| no. | energy (a.u.) |
| --- | --- |
| 1 | -8535.92911 |
| 2 | -2120.52465 |
| 3 | -1261.11502 |
| 4 | -2112.52668 |